72
Properties=species:S:1:pos:R:3:forces:R:3 method="wB97M-V/def2-TZVPD" homo_lumo_gap_ha=0.2411 homo_energy_ha=-0.267 spin_multiplicity=1 energy_ev=-126805.3843
H -0.93246 -2.41196 -3.11236 0.035 0.159 -0.152
H 2.00431 -2.51159 1.48762 0.070 -0.369 0.358
C 4.33464 1.14948 -2.10572 -0.886 -0.832 0.152
H -2.57879 2.04860 4.64557 0.483 0.176 0.319
H 0.28453 0.60600 2.34953 0.085 0.266 0.247
Sn -0.37479 -2.50987 0.06487 0.394 -3.368 2.132
H 0.76054 -3.57183 2.26886 0.379 0.087 -0.027
H 2.71285 0.34568 -3.42472 0.158 0.141 0.155
C 3.22632 0.40990 -2.47704 0.468 0.461 0.568
H 2.71786 -1.69483 -4.13919 0.094 -0.289 0.038
H -1.74222 1.00045 0.65000 0.046 0.131 -0.148
C 1.26496 -3.30378 1.33279 -0.226 0.694 0.387
H -4.27174 0.28525 -2.83535 -0.070 -0.114 0.032
H 4.89107 1.80407 -2.75989 -0.025 -0.061 0.096
C 0.78429 4.34191 3.92417 -0.068 0.545 0.362
C 0.20325 4.08338 5.34289 0.351 0.513 -0.257
N -1.31169 -1.39802 1.77222 -0.253 -0.751 1.468
C -1.67997 2.76166 -0.76545 -0.091 -0.924 -0.125
H -1.78974 3.61163 -2.85611 -0.108 -0.177 0.122
H 0.14194 0.57048 4.09343 0.092 0.228 -0.296
H -1.48472 3.62919 -0.14498 -0.044 -0.263 -0.087
H -1.53984 3.32352 6.40598 -0.022 0.006 -0.411
H -1.56043 -0.87454 -3.76054 0.295 -0.197 0.132
H 0.37390 0.36641 -2.64284 -0.133 -0.293 -0.059
H 0.94590 -0.87805 -3.78252 -0.218 0.098 0.453
P 1.40641 -1.42181 -1.43313 2.463 0.099 -2.244
C -1.04373 3.26492 5.42941 -0.335 -0.442 -0.009
H 3.15899 -5.85838 -2.92197 -0.019 0.241 0.031
H -0.04446 5.06699 5.76952 0.015 -0.148 -0.031
Se -1.89311 -1.93999 4.62684 -0.009 0.117 -0.360
C -1.59870 2.51393 4.47401 -0.274 0.209 0.366
H -6.04484 -3.64879 -2.24456 0.168 0.137 0.162
C 0.25732 1.26402 3.23819 -0.418 -0.212 0.139
C 2.45832 -4.05412 -1.87486 0.014 -0.105 -0.835
C -1.57062 -1.62990 2.92665 0.656 0.309 -1.953
C -1.01762 2.14352 3.14038 0.086 -0.648 -0.521
C -4.48828 -0.73491 -2.56506 -0.288 -0.846 -0.115
C -1.85496 2.75749 -2.19252 -0.145 -0.899 0.270
H 1.33772 5.29680 3.98812 -0.300 -0.354 -0.120
C 2.72662 -2.63775 -3.61236 -0.187 -0.985 -0.067
N 2.75853 -0.30111 -1.36591 -0.231 0.349 -0.018
C -4.16731 -2.73187 -1.53086 -0.455 0.494 -0.586
H -6.42566 -1.25639 -3.47063 0.114 0.031 0.167
H 2.78098 3.71042 3.33498 -0.261 -0.519 0.281
C -2.10216 1.45034 -2.57281 0.317 0.548 0.627
C 0.42322 -0.72073 -2.82625 -0.084 0.378 -0.080
H 3.43975 -0.48879 0.66609 0.065 0.088 -0.024
C -5.57942 -1.53561 -2.85759 1.152 0.120 0.606
H -1.78558 1.53608 2.63227 0.293 0.226 0.155
N -2.06333 0.62624 -1.43484 0.245 0.858 -0.500
H 2.43625 1.32955 3.18801 -0.145 0.372 -0.237
C 3.09856 -3.90066 -4.04760 -0.298 0.755 0.792
N 2.28949 -2.72658 -2.28535 -0.486 -0.056 0.283
H -0.03086 4.49546 3.20506 0.251 0.136 0.312
N -3.59702 -1.46272 -1.75512 -0.505 -0.984 -0.199
C 2.94731 -4.79605 -2.93760 -0.389 0.818 0.518
H 3.41577 -4.16024 -5.04760 0.112 0.122 0.150
H -0.81022 2.99452 2.48206 -0.168 -0.238 0.107
H -3.64726 -3.43888 -0.89980 -0.112 -0.022 -0.128
C -5.37445 -2.79954 -2.19963 0.729 0.393 0.150
C 1.77051 3.29989 3.48020 0.530 -0.271 -0.248
H 1.73172 -4.19279 0.89669 -0.218 0.253 0.137
C 4.58611 0.87250 -0.72066 -0.938 -0.723 -0.163
H 1.00127 3.68987 5.99429 -0.241 -0.028 -0.171
H 5.38511 1.29284 -0.13080 -0.094 -0.107 0.078
C -0.98935 -1.32893 -2.94076 -0.217 -0.473 0.000
C 3.61682 -0.02443 -0.29198 0.171 0.530 -0.659
C 1.56886 1.98958 3.30625 0.099 0.199 0.074
H 2.19925 -4.35275 -0.87164 0.050 0.032 -0.258
C -1.80260 1.45050 -0.33260 0.017 0.343 -0.650
P -1.94521 -1.12416 -1.39132 -1.608 3.893 -0.874
H -2.29811 1.03925 -3.55441 0.076 0.144 0.190

---

72
Properties=species:S:1:pos:R:3:forces:R:3 method="wB97M-V/def2-TZVPD" homo_lumo_gap_ha="0.1955 / 0.1583" homo_energy_ha="-0.491 / -0.491" total_charge=+2 spin_multiplicity=3 energy_ev=-122781.4084
C -2.89839 1.77313 -4.36640 0.054 -0.299 0.703
H -4.00609 -1.65166 -3.12725 -0.022 -0.004 -0.155
H 4.13347 -4.52613 -1.22261 -0.014 -0.178 0.022
H -0.34763 -2.76967 -2.71663 -0.133 0.457 -0.228
C -1.98334 1.86290 -2.27642 0.087 -0.019 -0.183
H -4.65678 -3.71368 0.64007 0.141 0.161 -0.009
C 2.77515 -2.88174 -1.72360 0.921 -0.185 0.733
C 3.67032 -1.39670 -0.26319 -0.197 -0.300 -0.004
H 1.48025 -0.04342 -6.54322 -0.045 0.389 0.046
C -2.71285 0.48051 -3.90374 0.027 0.600 0.175
H -2.70719 2.59265 -7.20392 0.164 -0.480 -0.087
H 0.88742 2.67056 -9.25367 -0.306 0.136 0.444
H -1.18325 -1.81043 -3.98157 0.420 -0.164 0.351
P -1.43241 -0.86336 -1.77831 -2.932 0.028 -1.984
H -1.91044 -0.86775 -8.78774 0.286 -0.046 0.434
C 3.58742 2.88893 -2.94589 -0.853 -1.068 0.265
P 1.56020 -0.32985 -1.95982 4.858 -1.068 -0.212
H 4.13192 -0.35675 -3.50894 0.152 -0.082 -0.148
C -0.78358 -0.58632 1.98413 -0.313 -0.449 0.079
N 2.69875 -1.56376 -1.25825 -1.859 1.171 -0.991
H 0.61976 -1.20047 -8.41365 -0.287 0.478 0.020
H 2.08264 -3.22908 -2.45748 -0.055 -0.272 -0.297
H -1.36572 -1.46596 -7.21517 -0.117 0.273 -0.124
C 0.09569 -0.23723 -8.24554 0.089 -0.525 -0.438
H -1.13767 1.54335 -9.54927 -0.232 0.330 0.278
Se -1.16905 -1.40077 3.47586 0.373 0.705 -1.000
H 1.64234 2.45398 -6.62628 -0.348 -0.267 0.020
H 1.74357 2.59953 -1.64800 0.383 0.164 -0.216
C -3.91554 -2.06280 -2.14419 -0.706 -0.966 0.529
C 0.94210 1.90369 -7.26377 0.304 -0.964 -0.367
C 3.83691 0.65185 -3.28858 -0.144 1.090 -0.008
H 1.90895 0.12540 1.25934 -0.448 0.648 -0.528
H 5.26220 2.05276 -4.19813 0.068 -0.003 0.061
H -5.67756 -3.35833 -1.84218 0.132 0.211 -0.011
C -4.22452 -3.10553 -0.14151 0.833 0.646 -0.570
C 2.55887 2.23642 -2.28287 0.552 0.466 -0.523
C 0.88332 0.55716 -7.23598 -0.044 0.711 -0.042
C -2.15346 0.53352 -7.22449 -0.575 0.669 -0.602
H -2.88557 -0.46240 -4.40453 0.060 0.215 0.034
H -1.67140 3.17705 -9.17888 0.246 -0.366 0.069
N 2.70952 0.87475 -2.49432 -0.771 -1.386 0.413
H 2.48952 1.61343 0.38374 -0.293 -0.398 -0.442
H -2.35062 -2.21920 0.72910 -0.309 -0.245 -0.197
H 3.73713 -0.46417 0.27573 0.290 -0.165 -0.181
C 4.34598 -2.58758 -0.12978 -0.220 0.807 0.014
H -3.26453 2.05335 -5.35182 0.016 -0.076 0.575
H -2.98160 0.22030 -6.57693 0.416 0.237 -0.018
C -0.51516 -1.74095 -3.10213 -0.217 -0.639 -0.237
C -4.76873 -2.91368 -1.45787 1.191 0.864 -0.274
H -2.60900 3.71822 -3.32953 0.214 -0.162 0.056
H -1.68762 2.17500 -1.24918 -1.132 0.195 -0.290
H 0.20769 3.77258 -8.04219 0.193 -0.465 -0.058
C -1.18133 2.28808 -8.74346 -0.179 0.367 -0.507
C 0.25114 2.70931 -8.34258 0.181 0.568 0.023
H 3.74493 3.94463 -2.95451 0.083 0.350 -0.031
N -2.83334 -1.73259 -1.30079 0.732 0.325 -0.095
N -0.57751 -0.09157 0.90580 -0.645 -0.191 -0.563
C -2.06712 1.80684 -7.63291 -0.261 -0.176 0.410
C -3.05767 -2.37978 -0.08109 -0.036 -0.456 0.796
C 1.62508 0.96406 0.58859 -0.188 0.183 -0.304
C -1.37477 -0.57060 -7.86080 0.319 -0.563 -0.303
H 0.69254 -0.21654 -4.17641 -0.003 -0.233 0.432
H 5.15788 -2.76691 0.55819 -0.037 0.054 -0.046
C 4.38647 1.88568 -3.59516 -0.919 -0.690 0.668
H 0.09459 0.28498 -9.21757 0.258 -0.424 0.552
H 1.53549 -1.76058 -3.95017 -0.428 0.329 0.258
C 3.80508 -3.51961 -1.05163 -1.161 0.753 -0.690
N -2.23681 0.51518 -2.61240 0.768 -1.566 -0.494
W -0.09967 0.78295 -0.83548 0.531 1.016 4.367
C -2.50326 2.64016 -3.32199 0.666 -0.062 0.280
H 0.81247 1.54929 1.06158 0.641 0.453 0.541
C 0.83402 -1.05442 -3.46114 -0.218 -0.447 -0.191